<one>
A cluster of 2 separate species, C2H6NO3 in total, computed with wB97M-V/def2-TZVPD.

Computed properties:
Multiplicity = 1
Total charge = -1
Gap between HOMO and LUMO = 8.2 eV

Element x y z (Å)
N1 1.25 0.46 -0.61
C1 0.73 -0.78 -0.71
O1 0.79 -1.44 0.53
O2 0.12 -1.37 -1.59
H1 0.24 1.20 0.54
H2 1.62 0.75 -1.50
H3 1.44 -0.95 1.02
C2 -1.71 1.05 0.69
O3 -0.48 1.53 1.18
H4 -1.78 -0.04 0.74
H5 -2.53 1.46 1.29
H6 -1.84 1.32 -0.37

<two>
A cluster of 2 separate species, C2H6NO3 in total, computed with wB97M-V/def2-TZVPD.

Computed properties:
Multiplicity = 1
Total charge = -1
Gap between HOMO and LUMO = 6.7 eV

Element x y z (Å)
C1 2.89 0.00 0.98
N1 2.61 0.08 -0.44
C2 1.34 0.66 -0.84
O1 1.43 1.35 -1.89
O2 0.35 0.40 -0.15
H1 3.73 0.65 1.24
H2 2.01 0.19 1.58
H3 3.17 -1.02 1.29
H4 3.29 0.62 -0.95
H5 -6.96 -0.85 -1.04
H6 -6.74 -0.75 0.45
O3 -7.12 -1.35 -0.23

<three>
A cluster of 2 separate species, C2H6NO3 in total, computed with wB97M-V/def2-TZVPD.

Computed properties:
Multiplicity = 1
Total charge = -1
Gap between HOMO and LUMO = 8.4 eV

Element x y z (Å)
O1 1.46 -0.54 1.58
C1 0.76 -0.57 0.55
O2 -0.38 -1.10 0.45
C2 1.39 -0.01 -0.81
N1 0.33 0.71 -1.55
H1 2.13 0.70 -0.44
H2 1.67 -0.87 -1.39
H3 0.09 1.53 -1.02
H4 -0.50 0.13 -1.35
H5 -2.23 0.55 0.75
H6 -2.06 -0.64 1.70
O3 -2.64 0.11 1.53

Preferred: <three>; penalty for the next structure: 17.5 kJ/mol.

<one>
An isolated molecule of C5H10FNO, computed with wB97M-V/def2-TZVPD.

Computed properties:
SMILES = CNCC(=O)[C@@H](C)F
Multiplicity = 1
Gap between HOMO and LUMO = 9.8 eV

Element x y z (Å)
C1 -2.79 -0.05 -0.13
N1 -1.31 -0.21 -0.33
C2 -0.62 0.98 0.29
C3 0.79 0.91 -0.02
O1 1.65 1.82 -0.07
C4 1.19 -0.52 -0.23
C5 2.84 -0.50 0.01
F1 0.45 -1.69 0.28
H1 -3.16 1.06 -0.02
H2 -3.58 -0.68 -0.73
H3 -3.10 -0.43 0.83
H4 -1.13 -1.09 -0.04
H5 -0.73 0.91 1.38
H6 -1.20 1.90 0.21
H7 1.14 -0.58 -1.25
H8 3.11 -1.33 -0.79
H9 3.11 0.34 -0.50
H10 3.34 -0.83 1.11

<two>
An isolated molecule of C5H10FNO, computed with wB97M-V/def2-TZVPD.

Computed properties:
SMILES = N[C@]1(CCO)C[C@@H]1F
Multiplicity = 1
Gap between HOMO and LUMO = 10.0 eV

Element x y z (Å)
N1 -0.14 -1.68 0.43
C1 -0.33 -0.21 0.33
C2 -0.30 0.27 -1.03
C3 1.10 0.49 -1.64
O1 1.82 -0.69 -1.55
C4 0.19 0.78 1.41
C5 -1.30 0.49 1.24
F1 -1.74 -0.64 2.12
H1 -0.36 -2.19 1.41
H2 -0.52 -2.18 -0.56
H3 -1.02 -0.33 -1.54
H4 -0.78 1.30 -0.99
H5 1.45 0.91 -2.74
H6 1.56 1.21 -0.96
H7 1.43 -1.04 -0.61
H8 0.63 0.53 2.37
H9 0.43 1.83 1.04
H10 -2.12 1.17 1.25

Preferred: <two>; penalty for the next structure: 23.9 kJ/mol.

<one>
An isolated molecule of C5H10FNO, computed with wB97M-V/def2-TZVPD.

Computed properties:
SMILES = C[C@@H](O)[C@@]1(F)C[C@H]1N
Multiplicity = 1
Gap between HOMO and LUMO = 10.5 eV

Element x y z (Å)
C1 1.23 1.61 -0.19
C2 0.86 0.50 0.79
O1 -0.24 0.90 1.61
C3 0.57 -0.76 0.01
F1 1.72 -1.20 -0.66
C4 -0.37 -1.82 0.47
C5 -0.72 -0.96 -0.72
N1 -1.77 -0.02 -0.52
H1 1.63 2.53 0.29
H2 0.41 1.87 -0.88
H3 2.04 1.30 -0.87
H4 1.63 0.35 1.56
H5 -0.97 1.23 1.03
H6 -0.08 -2.87 0.35
H7 -0.96 -1.60 1.35
H8 -0.59 -1.43 -1.69
H9 -2.69 -0.41 -0.74
H10 -1.68 0.77 -1.17

<two>
An isolated molecule of C5H10FNO, computed with wB97M-V/def2-TZVPD.

Computed properties:
SMILES = C[C@@H]1N[C@@H](CO)[C@@H]1F
Multiplicity = 1
Gap between HOMO and LUMO = 10.7 eV

Element x y z (Å)
C1 0.34 2.34 -0.29
C2 -0.45 1.12 0.24
N1 0.19 0.07 1.08
C3 0.48 -0.78 -0.12
C4 0.30 -2.28 0.15
O1 -0.96 -2.44 0.77
C5 -0.66 0.00 -0.80
F1 -0.57 0.32 -2.13
H1 -0.20 2.77 -1.17
H2 1.39 2.15 -0.69
H3 0.46 3.18 0.46
H4 -1.45 1.41 0.58
H5 0.91 0.37 1.72
H6 1.39 -0.55 -0.67
H7 0.22 -2.87 -0.74
H8 1.19 -2.60 0.77
H9 -0.97 -1.71 1.48
H10 -1.62 -0.49 -0.66

Preferred: <one>; penalty for the next structure: 22.0 kJ/mol.

<one>
A cluster of 2 separate species, C11H14NO in total, computed with wB97M-V/def2-TZVPD.

Computed properties:
Multiplicity = 1
Total charge = +1
Gap between HOMO and LUMO (spin up / spin down) = 8.0 / 8.0 eV

Element x y z (Å)
C1 0.67 0.24 -3.59
C2 -0.66 -0.22 -3.47
C3 1.63 0.16 -2.56
C4 -1.08 -0.78 -2.28
C5 1.15 -0.32 -1.35
C6 -0.14 -0.79 -1.22
C7 0.54 1.79 2.24
C8 -0.02 1.41 1.09
C9 0.14 0.88 3.28
C10 -0.79 -0.14 2.60
C11 -0.43 -1.49 0.01
N1 -0.83 0.28 1.21
O1 0.45 -2.08 0.67
H1 0.94 0.57 -4.56
H2 -1.35 -0.10 -4.35
H3 2.65 0.31 -2.66
H4 -2.04 -1.33 -2.19
H5 1.89 -0.17 -0.51
H6 1.02 2.80 2.44
H7 0.00 1.80 0.09
H8 0.81 0.35 3.99
H9 -0.50 1.30 4.06
H10 -0.26 -1.05 2.56
H11 -1.82 -0.24 2.94
H12 -1.51 -1.82 0.34
H13 -1.81 0.41 0.79
H14 1.37 -1.77 0.43

<two>
A structure of composition C11H14NO, computed with wB97M-V/def2-TZVPD.

Computed properties:
Multiplicity = 1
Total charge = +1
Gap between HOMO and LUMO = 8.5 eV

Element x y z (Å)
C1 1.77 -1.74 -1.66
C2 0.95 -1.01 -2.59
C3 1.52 -1.76 -0.30
C4 -0.16 -0.36 -2.10
C5 0.39 -1.00 0.11
C6 -0.43 -0.35 -0.71
C7 -0.67 2.70 -1.12
C8 -1.59 1.95 -0.55
C9 -0.42 0.75 1.57
C10 0.00 -0.72 1.59
C11 -1.47 0.57 -0.14
N1 1.16 -0.87 2.58
O1 -2.48 -0.25 0.22
H1 2.68 -2.21 -2.04
H2 1.07 -0.98 -3.66
H3 2.20 -2.11 0.45
H4 -0.94 0.21 -2.65
H5 -0.81 3.71 -1.46
H6 0.18 2.16 -1.69
H7 -2.45 2.45 -0.14
H8 -0.89 1.27 2.34
H9 0.32 1.44 1.16
H10 -0.79 -1.41 1.87
H11 0.87 -0.76 3.65
H12 1.79 -0.10 2.36
H13 1.51 -1.84 2.55
H14 -3.31 0.28 0.34

Preferred: <one>; penalty for the next structure: 40.8 kJ/mol.

<one>
The ion C3H7NOS with charge +1, computed with wB97M-V/def2-TZVPD.

Computed properties:
Multiplicity = 2
Total charge = +1
Gap between HOMO and LUMO (spin up / spin down) = 9.9 / 4.2 eV

Element x y z (Å)
O1 2.57 2.22 0.41
C1 1.95 1.21 0.49
N1 0.66 1.05 -0.03
C2 0.22 -0.27 -0.40
C3 -1.28 -0.39 -0.09
S1 -1.84 -2.02 -0.68
H1 2.32 0.31 1.00
H2 0.13 1.90 -0.13
H3 0.50 -0.51 -1.43
H4 0.73 -0.96 0.28
H5 -1.53 -0.28 0.95
H6 -1.89 0.24 -0.76
H7 -2.54 -2.51 0.37

<two>
The ion C3H7NOS with charge +1, computed with wB97M-V/def2-TZVPD.

Computed properties:
Multiplicity = 2
Total charge = +1
Gap between HOMO and LUMO (spin up / spin down) = 10.5 / 4.9 eV

Element x y z (Å)
O1 -2.39 0.13 0.93
C1 -1.71 0.47 -0.04
C2 -0.34 -0.17 -0.39
C3 0.86 0.90 -0.11
S1 2.65 0.27 -0.54
N1 -0.14 -1.38 0.45
H1 -2.05 1.37 -0.66
H2 -0.35 -0.39 -1.44
H3 0.79 1.06 0.95
H4 0.64 1.84 -0.57
H5 2.91 -0.48 0.54
H6 -0.94 -1.46 1.02
H7 0.06 -2.16 -0.15

Preferred: <one>; penalty for the next structure: 52.3 kJ/mol.

<one>
A cluster of 2 separate species, C10H13P in total, computed with wB97M-V/def2-TZVPD.

Computed properties:
Multiplicity = 1
Gap between HOMO and LUMO (spin up / spin down) = 6.8 / 7.0 eV

Element x y z (Å)
C1 -3.60 -0.63 0.00
C2 -3.44 0.29 1.00
C3 -2.68 -0.75 -1.01
C4 -2.24 1.09 0.97
C5 -1.47 -0.04 -1.03
C6 -1.25 0.96 -0.02
C7 2.66 -1.17 0.04
C8 1.90 -0.87 1.19
C9 1.06 1.30 -1.56
C10 2.01 0.34 1.75
P1 0.28 1.79 0.09
H1 -4.38 -1.36 -0.04
H2 -4.12 0.31 1.83
H3 -2.97 -1.46 -1.70
H4 -2.10 1.98 1.58
H5 -0.92 -0.37 -1.80
H6 2.84 -2.06 -0.45
H7 3.44 -0.50 -0.12
H8 1.14 -1.62 1.46
H9 0.38 1.34 -2.32
H10 1.38 0.31 -1.53
H11 1.95 1.83 -1.68
H12 1.42 0.78 2.53
H13 2.84 0.83 1.28

<two>
An isolated molecule of C10H13P, computed with wB97M-V/def2-TZVPD.

Computed properties:
SMILES = CC1=C[C@@H]2[C@@H](C3=P2=C3)C1(C)C
Multiplicity = 1
Gap between HOMO and LUMO (spin up / spin down) = 7.9 / 7.9 eV

Element x y z (Å)
C1 -1.21 -1.88 -0.24
C2 -0.13 -0.92 0.24
C3 0.77 -1.03 1.18
C4 1.65 0.19 1.28
C5 1.05 1.11 0.22
C6 2.07 0.71 -0.78
P1 3.24 -0.18 0.23
C7 2.14 -0.53 -1.23
C8 -0.37 0.61 -0.06
C9 -1.39 1.04 0.89
C10 -0.95 0.91 -1.44
H1 -1.70 -1.43 -1.06
H2 -1.94 -1.94 0.58
H3 -0.67 -2.82 -0.52
H4 1.13 -1.95 1.71
H5 1.70 0.83 2.13
H6 1.00 2.21 0.57
H7 2.19 -1.17 -2.07
H8 -1.41 2.12 1.08
H9 -1.19 0.62 1.92
H10 -2.40 0.60 0.61
H11 -1.19 1.96 -1.60
H12 -2.04 0.37 -1.36
H13 -0.37 0.56 -2.27

Preferred: <one>; penalty for the next structure: 137.4 kJ/mol.